Record 1
The following is a quantum chemistry calculation of one molecule with the formula C21H23ClN2O3S, from the OMol25 dataset.

Results
ΔE to the lowest compared entry with this formula, charge and spin   42.76 kcal/mol
E_HOMO   -0.3364 hartree
E_LUMO   0.173 eV
Total charge   0
SMILES   O=C(NCCC1=CCCCC1)c1ccc(Cl)c(S(=O)(=O)Nc2ccccc2)c1

Geometry (Å):
O -1.7270 -3.8185 0.8999
C -1.4460 -2.6821 0.5722
N -2.2762 -1.6312 0.7090
H -2.0264 -0.7424 0.2965
C -3.6733 -1.7355 1.0510
H -3.9137 -2.7940 1.1670
H -3.8490 -1.2274 2.0058
C -4.5251 -1.0885 -0.0558
C -4.0331 0.3063 -0.3433
C -3.1669 0.5518 -1.3215
C -2.5766 1.8934 -1.6223
C -3.3074 3.0113 -0.8831
C -3.5683 2.5930 0.5591
C -4.5088 1.3910 0.5825
H -4.5959 0.9988 1.5988
H -5.5117 1.7039 0.2730
H -4.0064 3.4187 1.1233
H -2.6196 2.3269 1.0305
H -2.7119 3.9246 -0.9130
H -4.2624 3.2133 -1.3736
H -2.6099 2.0705 -2.7002
H -1.5174 1.8849 -1.3389
H -2.8392 -0.2549 -1.9671
H -4.4526 -1.7004 -0.9565
H -5.5666 -1.0674 0.2677
C -0.1199 -2.3355 -0.0440
C 0.3833 -1.0424 -0.1057
C 1.5737 -0.7809 -0.7550
C 2.3007 -1.8061 -1.3426
C 1.8208 -3.1113 -1.2581
C 0.6244 -3.3660 -0.6178
H 0.2359 -4.3714 -0.5509
H 2.3917 -3.9095 -1.7042
Cl 3.7811 -1.4854 -2.1425
S 2.0157 0.9574 -0.8071
O 0.7882 1.7005 -0.8018
O 2.9651 1.2316 -1.8399
N 2.6896 1.2174 0.7182
C 4.0460 0.8606 0.8690
C 4.3789 -0.4863 0.9442
C 5.7042 -0.8641 1.0627
C 6.7018 0.0941 1.1218
C 6.3684 1.4371 1.0708
C 5.0465 1.8222 0.9406
H 4.7840 2.8693 0.8889
H 7.1411 2.1896 1.1223
H 7.7352 -0.2042 1.2118
H 5.9554 -1.9129 1.1121
H 3.5966 -1.2291 0.9246
H 2.4963 2.1744 0.9821
H -0.1135 -0.1952 0.3396

---

Record 2
The following is a quantum chemistry calculation of one molecule with the formula C4H4N2S2, from the OMol25 dataset.

Results
ΔE to the lowest compared entry with this formula, charge and spin   47.86 kcal/mol
E_HOMO   -0.3685 hartree
E_LUMO   0.024 eV
Total charge   0
SMILES   N#CC(S)(C#N)CS

Geometry (Å):
C 1.8950 -1.1591 -1.3723
C 1.1857 -2.1549 0.5741
C 0.2959 -0.0878 -0.0129
C 0.7369 -1.4286 -0.5702
N 2.7736 -1.0971 -2.0927
N 1.4841 -2.5077 1.6257
S 0.1727 1.2973 -1.3041
S -0.6885 -2.2084 -1.4518
H -0.6935 -0.1884 0.4776
H 1.0498 0.2909 0.6309
H -0.1949 0.5983 -2.3950
H -1.6227 -1.2326 -0.9750

---

Record 3
The following is a quantum chemistry calculation of an isolated ion of composition C8H9N2O3 and charge -1, from the OMol25 dataset.

Results
ΔE to the lowest compared entry with this formula, charge and spin   26.62 kcal/mol
E_HOMO (spin up / spin down)   -0.0921 / -0.0921 hartree
E_LUMO (spin up / spin down)   3.480 / 3.480 eV
Total charge   -1

Geometry (Å):
C -0.4461 2.5741 2.1651
C 0.4822 3.3502 1.4201
C -0.7081 1.4898 1.3671
C 0.7860 2.5604 0.3121
C -0.5176 -1.7643 -1.1431
C 1.9217 -1.8229 -1.3327
C -1.3096 -2.9109 -0.5806
C 0.0395 0.6094 -0.8837
N 0.0806 1.4103 0.2966
N -0.6121 -0.5873 -0.6178
O 1.8987 -2.4586 -0.2879
O 0.4470 -1.9703 -2.0322
O 2.6841 -1.2536 -2.0490
H -0.8454 2.7790 3.1869
H 0.7714 4.3518 1.7180
H -1.1910 0.5047 1.5579
H 1.3762 2.7396 -0.5240
H -1.1055 -3.0564 0.5560
H -2.4359 -2.8847 -0.7889
H -1.1315 -3.7455 -1.1383
H 1.0133 0.6508 -1.3985
H -1.1981 -0.5656 0.1969

---

Record 4
The following is a quantum chemistry calculation of C31H24BCoN2O2P as an isolated structure, from the OMol25 dataset.

Results
ΔE to the lowest compared entry with this formula, charge and spin   40.15 kcal/mol
E_HOMO (spin up / spin down)   -0.1606 / -0.2669 hartree
Spin multiplicity   4
E_LUMO (spin up / spin down)   0.348 / 0.308 eV
Total charge   0
<S²>   3.771

Geometry (Å):
Co -0.7614 -0.5640 -0.2095
C 3.0752 -4.9184 -1.5571
C 1.7233 -4.7954 -1.5093
C 1.2402 -3.4588 -1.2574
C 2.0458 -2.4267 -0.7958
C 3.4091 -2.5697 -0.8105
C 3.8679 -3.8406 -1.0766
P 1.2833 -0.9429 -0.0764
C 2.7010 -0.0685 0.5299
C 3.1443 -0.0744 1.8718
C 4.0409 0.8990 2.2940
C 4.7729 1.6813 1.3867
C 4.5322 1.5115 0.0278
C 3.4969 0.6810 -0.3724
C 0.6005 -0.2987 -1.6946
C 0.9998 -0.6269 -2.9811
C 0.2330 -0.2584 -4.0634
C -0.7543 0.6769 -3.9780
C -1.2190 1.0618 -2.6958
C -0.5159 0.6791 -1.6065
H 3.5497 -5.8921 -1.7036
H 0.9883 -5.5796 -1.8044
H 0.2238 -3.2075 -1.5514
H 4.1066 -1.7684 -0.6286
H 4.9448 -3.9596 -0.9945
H 2.6547 -0.6857 2.6033
H 4.2396 0.9790 3.3575
H 5.4418 2.4469 1.7674
H 5.1629 1.9672 -0.7156
H 3.2937 0.5478 -1.4760
H 1.9820 -1.0672 -3.1198
H 0.5513 -0.6062 -5.0544
H -1.2180 1.0316 -4.9239
H -2.1457 1.6528 -2.5644
N -4.2979 -2.0423 -0.2652
C -3.2381 -1.4401 -0.7699
N -2.4719 -0.8815 0.2086
C -3.0159 -1.2962 1.4448
C -2.7995 -0.7613 2.6672
C -3.7585 -0.9873 3.6592
C -4.8093 -1.9006 3.3985
C -5.0375 -2.4492 2.1338
C -4.2329 -1.9701 1.1284
H -5.1264 -2.3712 -0.7292
H -2.9429 -1.4800 -1.8009
H -1.9600 -0.1564 2.7222
H -3.6742 -0.4143 4.5715
H -5.4200 -2.2989 4.2222
H -5.8868 -3.1488 2.0045
O 0.4403 2.3924 0.1634
B -0.6179 1.5517 -0.3377
O -1.8744 2.2144 -0.1579
C -1.6397 3.3333 0.6529
C -2.4398 4.4183 0.9564
C -1.8805 5.6404 1.2779
C -0.5082 5.7425 1.3095
C 0.3748 4.6042 1.2493
C -0.1853 3.5043 0.7374
H -3.5338 4.2122 0.9057
H -2.5417 6.5013 1.2805
H -0.0481 6.6998 1.3954
H 1.4345 4.5771 1.3541

---

Record 5
The following is a quantum chemistry calculation of a 3-piece molecular cluster, C3H9N3O6 overall, from the OMol25 dataset.

Results
ΔE to the lowest compared entry with this formula, charge and spin   4.09 kcal/mol
E_HOMO   -0.3870 hartree
E_LUMO   -0.024 eV
Total charge   0
SMILES   C[N+](=O)[O-].C[N+](=O)[O-].C[N+](=O)[O-]

Geometry (Å):
C 0.7038 2.2434 3.1344
N 1.5357 1.3101 2.3492
O 0.9613 0.6498 1.5208
O 2.7035 1.2274 2.6090
H 0.2745 1.6361 3.9315
H -0.1310 2.5340 2.5025
H 1.2400 3.1058 3.5054
C -0.0368 -2.1525 0.1754
N 0.2377 -2.3510 1.6201
O -0.7502 -2.5421 2.3143
O 1.3668 -2.3064 2.0446
H -0.6582 -3.0008 -0.0974
H 0.9002 -2.1634 -0.3698
H -0.5702 -1.2221 0.0326
C -1.2644 0.8873 -4.0585
N -0.9188 -0.1805 -3.0800
O -1.7253 -1.0827 -2.9386
O 0.1043 -0.0491 -2.4393
H -1.9910 0.5343 -4.7761
H -0.3605 1.2273 -4.5572
H -1.6216 1.6951 -3.4228

---

Record 6
The following is a quantum chemistry calculation of C28H39Br2F5MnN2OPTe as an isolated structure, from the OMol25 dataset.

Results
E_HOMO (spin up / spin down)   -0.5529 / -0.5537 hartree
Spin multiplicity   5
E_LUMO (spin up / spin down)   -7.126 / -10.939 eV
Total charge   +2
<S²>   6.170

Geometry (Å):
Mn 1.2840 -1.0780 0.0179
Br 2.1649 -5.4612 5.0803
C 2.1432 -4.2457 3.6042
C 2.3766 -2.8413 3.7892
C 2.2838 -2.0392 2.6519
N 1.6867 -2.4783 1.5656
C 1.4908 -3.8073 1.3226
C 1.7700 -4.7297 2.3680
C 1.1288 -4.0592 -0.0303
C 0.8599 -5.3598 -0.5788
C 0.4864 -5.4883 -1.9147
Br 0.2344 -7.2124 -2.6884
C 0.3681 -4.3078 -2.6849
C 0.7051 -3.1244 -2.1371
N 1.1207 -2.9867 -0.8447
H 2.4994 -2.3946 4.7972
H 2.6881 -1.0474 2.6294
H 1.6810 -5.8041 2.3389
H 0.7067 -6.2565 0.0845
H 0.0228 -4.4114 -3.7197
H 0.7332 -2.2405 -2.7460
F 3.9690 -1.9723 -1.3891
Te 3.8894 -0.0261 -1.5694
F 3.7465 1.7860 -1.7246
F 4.7274 -0.2840 -3.2120
F 2.2242 -0.1814 -2.6436
F 5.5546 0.0442 -0.7018
O 2.8949 0.0480 0.0264
C -1.8077 1.8280 -4.3111
C -2.4460 0.5450 -3.6685
C -1.7486 0.1169 -2.3320
C -1.0436 1.2642 -1.5788
C -0.0215 1.9916 -2.4528
C -0.3082 1.8945 -3.9656
P -0.2393 0.8818 0.1247
C 0.2740 2.5275 0.9379
C -0.5143 3.7825 0.4928
C 0.0719 5.0826 1.1701
C 1.1293 4.7225 2.2587
C 2.2814 4.0498 1.5124
C 1.8191 2.6956 0.8268
C -1.5189 0.3216 1.3886
C -2.7930 1.1200 1.3782
C -3.9724 0.1875 1.5276
C -3.7868 -0.9003 2.7209
C -2.5367 -1.7479 2.5086
C -1.7585 -1.2233 1.2496
H -2.2939 2.7575 -3.9064
H -2.0357 1.8024 -5.3989
H -2.3934 -0.2610 -4.4554
H -3.5395 0.7390 -3.5178
H -1.0194 -0.6987 -2.5139
H -2.4895 -0.3399 -1.6408
H -1.8417 2.0238 -1.3379
H 1.0208 1.7098 -2.3383
H -0.1253 3.0929 -2.2437
H 0.0929 0.9437 -4.3478
H 0.1599 2.7215 -4.5704
H -0.0403 2.3198 1.9627
H -1.5784 3.6355 0.7362
H -0.4900 3.8849 -0.5750
H -0.7901 5.5700 1.5879
H 0.4598 5.7766 0.4657
H 0.7056 4.0625 3.0489
H 1.4916 5.6560 2.7657
H 3.0862 3.8121 2.2207
H 2.7021 4.7352 0.7736
H 2.2687 1.7731 1.1575
H 2.2196 2.6358 -0.2015
H -0.9803 0.3331 2.3491
H -2.9268 1.5573 0.4003
H -2.7845 1.9159 2.0969
H -4.3132 -0.3501 0.6456
H -4.8569 0.7305 1.8702
H -4.6743 -1.5458 2.6601
H -3.8129 -0.4284 3.7335
H -2.8064 -2.7976 2.3208
H -1.9057 -1.7980 3.3949
H -2.2650 -1.4210 0.3080
H -0.7648 -1.7293 1.0704

---

E_tot readings, ordered: -2007.64819, -1060.63924, -645.44300, -3204.55742, -735.11998, -8682.15642 hartree
F_max readings, ordered: 0.9, 2.7, 4.3, 4.6, 1.1, 4.6 eV/Å